Entry from the Open Molecules 2025 dataset: a structure of composition C51H57BaIN16O5 (ωB97M-V/def2-TZVPD).

The HOMO-LUMO gap is 3.06 eV. The value obtained for the LUMO energy is 3.225 eV. Its HOMO energy is 0.17 eV.

ORCA input file:
```
! RIJCOSX wB97M-V def2-TZVPD def2/J DEFGRID3
* xyz -2 1
Ba -0.752 0.144 -0.546
O 1.654 3.425 0.797
C 1.201 4.485 -0.025
C 0.960 4.096 -1.480
N -0.059 3.082 -1.696
C -1.347 3.463 -1.124
C -1.370 3.182 0.394
O -1.901 4.007 1.159
O -0.798 2.103 0.752
C -0.136 2.777 -3.119
C -1.087 1.619 -3.501
O -1.601 1.682 -4.630
O -1.221 0.699 -2.645
H 0.957 2.742 0.786
H 1.988 5.244 -0.013
H 0.298 4.942 0.394
H 1.894 3.707 -1.894
H 0.703 5.030 -2.022
H -2.130 2.849 -1.579
H -1.598 4.520 -1.302
H 0.861 2.464 -3.446
H -0.426 3.657 -3.716
C -3.331 -1.542 2.173
N -1.953 -1.737 1.745
C -1.777 -2.971 1.001
C -2.379 -2.956 -0.377
C -2.492 -4.153 -1.079
C -2.965 -4.124 -2.377
C -3.319 -2.906 -2.936
C -3.178 -1.767 -2.161
N -2.730 -1.787 -0.907
C -1.042 -1.678 2.883
C 0.404 -1.725 2.468
C 1.241 -2.758 2.873
C 2.557 -2.770 2.436
C 2.995 -1.749 1.611
C 2.085 -0.763 1.262
N 0.824 -0.743 1.677
C -3.560 -0.126 2.642
C -3.462 0.213 3.987
C -3.573 1.544 4.359
C -3.788 2.494 3.378
C -3.913 2.061 2.065
N -3.810 0.788 1.699
H -3.593 -2.247 2.985
H -3.978 -1.729 1.317
H -2.154 -3.847 1.564
H -0.702 -3.101 0.837
H -2.154 -5.077 -0.627
H -3.014 -5.037 -2.958
H -3.662 -2.832 -3.960
H -3.412 -0.788 -2.562
H -1.252 -2.495 3.600
H -1.189 -0.729 3.391
H 0.862 -3.553 3.504
H 3.226 -3.575 2.718
H 4.006 -1.726 1.225
H 2.374 0.055 0.616
H -3.267 -0.553 4.727
H -3.464 1.829 5.400
H -3.829 3.551 3.604
H -4.085 2.778 1.271
C 2.259 -0.689 -3.294
C 3.055 0.165 -2.378
N 2.572 1.078 -1.569
C 3.650 1.595 -0.880
C 4.797 0.994 -1.276
N 4.422 0.074 -2.234
C 5.337 -0.839 -2.862
N 5.603 -2.050 -2.130
N 6.502 -2.037 -1.118
N 6.572 -3.207 -0.604
C 5.702 -4.033 -1.270
C 5.425 -5.397 -1.118
C 4.517 -5.952 -1.986
C 3.879 -5.191 -2.985
C 4.130 -3.848 -3.142
C 5.057 -3.290 -2.263
H 1.246 -0.296 -3.345
H 2.168 -1.702 -2.896
H 2.694 -0.725 -4.299
H 3.505 2.362 -0.135
H 5.823 1.101 -0.965
H 6.288 -0.322 -2.981
H 4.948 -1.118 -3.839
H 5.902 -5.976 -0.338
H 4.261 -6.999 -1.887
H 3.141 -5.662 -3.615
H 3.609 -3.265 -3.889
N 0.344 -1.870 -0.975
C 0.537 -3.039 -1.511
C 1.073 -4.198 -0.787
C 1.143 -5.461 -1.337
C 0.756 -5.721 -2.661
C 0.318 -4.627 -3.432
C 0.216 -3.360 -2.908
H 1.378 -4.040 0.243
H 1.513 -6.283 -0.725
H 0.806 -6.724 -3.075
H 0.022 -4.793 -4.469
H -0.180 -2.544 -3.507
I -6.398 2.288 -6.026
C -5.901 1.852 -4.024
C -6.910 1.523 -3.135
C -6.540 1.223 -1.832
C -5.198 1.284 -1.487
N -4.244 1.620 -2.353
C -4.577 1.892 -3.613
H -7.945 1.502 -3.448
H -7.286 0.944 -1.099
H -4.856 1.030 -0.487
H -3.753 2.109 -4.287
C 1.346 5.325 3.509
C 0.686 5.347 4.887
C 1.630 4.803 5.957
C -0.655 4.593 4.853
N -0.509 3.154 4.863
C -0.330 2.312 3.840
N -0.205 1.096 4.314
N -0.305 1.219 5.655
N -0.479 2.445 6.003
H 2.283 5.887 3.524
H 0.693 5.765 2.753
H 1.570 4.303 3.193
H 0.440 6.383 5.144
H 1.992 3.811 5.683
H 1.136 4.719 6.926
H 2.497 5.459 6.060
H -1.193 4.850 3.939
H -1.269 4.860 5.713
H -0.348 2.601 2.796
*
```

Entry from the Open Molecules 2025 dataset: a structure of composition C51H62InN3P4S3 (ωB97M-V/def2-TZVPD).

The HOMO-LUMO gap is 7.07 eV. The value obtained for the LUMO energy is 0.270 eV. Its HOMO energy is -6.80 eV.

ORCA input file:
```
! RIJCOSX wB97M-V def2-TZVPD def2/J DEFGRID3
* xyz 0 1
In -0.186 -0.474 -0.636
S -3.103 1.647 -1.310
P -2.085 2.332 0.194
C -0.414 1.632 0.262
P 2.678 0.657 -0.951
S 3.363 -0.440 -2.467
C 4.221 1.043 0.029
C 4.222 1.791 1.204
C 5.408 2.140 1.824
C 6.622 1.727 1.308
C 6.634 0.933 0.174
C 5.446 0.594 -0.447
C 2.428 2.371 -1.658
C 1.839 2.458 -2.916
C 1.553 3.682 -3.490
C 1.873 4.853 -2.825
C 2.476 4.781 -1.581
C 2.736 3.555 -0.993
C -3.065 2.096 1.701
C -3.986 3.064 2.082
C -4.874 2.798 3.109
C -4.853 1.563 3.741
C -3.946 0.589 3.346
C -3.056 0.851 2.319
C -1.687 4.103 0.048
C -1.307 4.866 1.146
C -0.819 6.145 0.950
C -0.707 6.658 -0.334
C -1.092 5.897 -1.425
C -1.576 4.618 -1.237
H 3.302 2.117 1.664
H 5.377 2.734 2.728
H 7.546 2.012 1.790
H 7.571 0.570 -0.226
H 5.475 -0.030 -1.328
H 1.629 1.546 -3.458
H 1.078 3.718 -4.461
H 1.670 5.815 -3.274
H 2.750 5.687 -1.058
H 3.210 3.541 -0.023
H -3.996 4.017 1.569
H -5.594 3.552 3.397
H -5.557 1.356 4.534
H -3.936 -0.374 3.836
H -2.322 0.115 1.996
H -1.400 4.455 2.144
H -0.518 6.738 1.802
H -0.316 7.654 -0.484
H -1.007 6.294 -2.424
H -1.873 4.003 -2.077
C -3.637 -3.674 -3.091
C -2.488 -2.726 -2.765
C -1.174 -3.282 -3.318
P -2.232 -2.347 -0.937
C -3.917 -2.578 -0.150
C -3.762 -2.722 1.358
C -4.806 -1.394 -0.511
C -1.292 -3.771 -0.353
C -1.907 -5.008 -0.184
C -1.235 -6.090 0.341
C 0.090 -5.929 0.726
C 0.723 -4.721 0.565
C 0.071 -3.601 0.002
N 0.709 -2.420 -0.166
C 1.935 -2.180 0.449
C 3.118 -2.728 -0.044
C 4.325 -2.453 0.567
C 4.371 -1.612 1.667
C 3.209 -1.041 2.154
C 1.982 -1.316 1.559
P 0.355 -0.731 2.168
C 0.700 1.056 2.606
C -0.173 1.637 3.714
C 0.607 1.940 1.344
C 0.237 -1.608 3.832
C 1.448 -1.541 4.753
C -0.127 -3.058 3.526
H -3.687 -3.813 -4.171
H -3.474 -4.649 -2.636
H -4.592 -3.275 -2.760
H -2.691 -1.751 -3.226
H -1.061 -4.326 -3.026
H -1.164 -3.221 -4.407
H -0.316 -2.728 -2.926
H -4.358 -3.498 -0.548
H -3.205 -1.880 1.762
H -4.741 -2.748 1.835
H -3.233 -3.640 1.605
H -4.397 -0.474 -0.102
H -4.870 -1.264 -1.589
H -5.812 -1.533 -0.116
H -2.943 -5.129 -0.463
H -1.735 -7.038 0.472
H 0.628 -6.761 1.161
H 1.753 -4.621 0.879
H 3.077 -3.355 -0.923
H 5.236 -2.880 0.173
H 5.316 -1.378 2.135
H 3.270 -0.361 2.992
H 1.743 1.088 2.950
H -1.200 1.741 3.378
H -0.156 1.033 4.616
H 0.200 2.628 3.976
H -0.055 2.140 -0.653
H 0.527 2.992 1.649
H 1.558 1.835 0.816
H -0.621 -1.130 4.324
H 2.291 -2.072 4.318
H 1.749 -0.515 4.952
H 1.203 -2.014 5.705
H 0.696 -3.558 3.019
H -0.347 -3.607 4.440
H -0.996 -3.113 2.872
C -0.096 -0.782 -6.865
N -0.658 -0.358 -5.605
C -0.028 -0.445 -4.424
N 1.111 -1.093 -4.303
S -0.823 0.295 -3.105
H -0.860 -0.709 -7.633
H 0.231 -1.823 -6.809
H 0.751 -0.155 -7.158
H -1.510 0.180 -5.610
H 1.578 -1.453 -5.121
H 1.749 -0.934 -3.472
*
```

no.,F_max (Eh/bohr)
1,0.074
2,0.028